No. 1
Computed, not measured: 9 unconnected molecules or ions with the total composition C41H79BrClNO19S8, with ωB97M-V with the def2-TZVPD basis set.

```
! RIJCOSX wB97M-V def2-TZVPD def2/J DEFGRID3
* xyz 0 1
C 2.735 1.942 1.746
C 1.658 0.690 1.482
C 0.744 0.495 2.829
Br -0.465 2.089 3.001
C -0.007 -0.955 2.959
Cl -0.704 -0.997 4.715
O 0.834 -2.198 2.990
C -0.237 -3.244 3.011
O -0.192 -4.514 3.436
O -1.529 -2.704 2.488
C -1.075 -1.447 1.818
C -2.278 -0.453 1.318
C -3.468 -0.190 2.414
C -4.304 1.191 1.976
N -4.578 2.105 3.182
H 3.836 1.612 1.438
H 2.796 2.252 2.875
H 2.455 2.889 1.103
H 0.993 0.896 0.518
H 2.340 -0.246 1.246
H 1.498 0.561 3.752
H -0.614 -1.888 0.809
H -2.794 -0.997 0.389
H -1.844 0.561 0.867
H -4.302 -1.044 2.428
H -3.110 -0.064 3.521
H -3.757 1.802 1.134
H -5.383 0.901 1.557
H -3.827 2.837 3.260
H -4.581 1.476 4.021
O 5.784 1.527 2.552
S 6.026 0.295 1.832
O 5.354 -0.021 0.588
C 7.783 0.114 1.597
C 8.256 -0.619 2.844
C 7.219 -1.712 3.099
C 5.837 -1.073 2.966
H 8.247 1.095 1.474
H 7.941 -0.492 0.700
H 9.259 -1.035 2.710
H 8.285 0.070 3.696
H 7.332 -2.505 2.350
H 7.348 -2.170 4.085
H 5.105 -1.778 2.566
H 5.487 -0.674 3.922
O 2.404 0.387 -1.879
S 3.173 1.185 -2.810
O 3.120 2.633 -2.818
C 4.878 0.674 -2.717
C 4.986 -0.458 -3.728
C 4.203 0.006 -4.955
C 2.874 0.577 -4.463
H 5.121 0.365 -1.699
H 5.499 1.525 -3.011
H 6.029 -0.681 -3.972
H 4.530 -1.369 -3.322
H 4.770 0.788 -5.475
H 4.043 -0.810 -5.666
H 2.530 1.398 -5.096
H 2.103 -0.197 -4.405
O -5.535 -7.199 4.969
S -4.372 -7.844 5.541
O -4.387 -8.442 6.862
C -3.761 -9.044 4.375
C -2.792 -8.260 3.502
C -1.992 -7.379 4.459
C -2.984 -6.725 5.419
H -4.591 -9.477 3.814
H -3.239 -9.824 4.939
H -2.144 -8.925 2.923
H -3.348 -7.631 2.796
H -1.287 -8.001 5.024
H -1.407 -6.625 3.922
H -2.548 -6.578 6.410
H -3.351 -5.772 5.028
O -4.605 -0.696 -1.200
S -5.526 -1.254 -2.168
O -5.088 -1.752 -3.457
C -6.495 -2.515 -1.365
C -7.686 -1.764 -0.789
C -8.124 -0.785 -1.878
C -6.867 -0.098 -2.409
H -5.896 -3.018 -0.603
H -6.812 -3.231 -2.129
H -8.494 -2.446 -0.508
H -7.383 -1.209 0.107
H -8.613 -1.337 -2.690
H -8.843 -0.053 -1.499
H -6.956 0.138 -3.472
H -6.637 0.809 -1.843
O -4.651 4.953 3.332
S -5.813 5.501 2.666
O -5.858 5.713 1.233
C -7.241 4.551 3.149
C -7.742 5.240 4.410
C -7.655 6.739 4.124
C -6.288 7.008 3.499
H -6.959 3.509 3.313
H -7.978 4.620 2.343
H -8.762 4.933 4.658
H -7.095 4.988 5.258
H -8.446 7.022 3.418
H -7.798 7.333 5.032
H -6.330 7.826 2.774
H -5.535 7.225 4.261
O 11.623 -0.549 3.480
S 11.865 -1.782 2.760
O 11.193 -2.098 1.516
C 13.623 -1.962 2.525
C 14.095 -2.696 3.771
C 13.058 -3.788 4.027
C 11.676 -3.149 3.894
H 14.086 -0.982 2.402
H 13.780 -2.569 1.628
H 15.098 -3.111 3.637
H 14.124 -2.007 4.624
H 13.171 -4.581 3.278
H 13.187 -4.247 5.012
H 10.944 -3.855 3.494
H 11.326 -2.751 4.850
O 0.578 0.746 -6.349
S 1.161 1.729 -7.238
O 2.524 2.198 -7.089
C 0.922 1.184 -8.918
C -0.432 1.756 -9.309
C -0.451 3.184 -8.767
C 0.063 3.135 -7.329
H 0.959 0.094 -8.966
H 1.723 1.615 -9.526
H -0.581 1.731 -10.393
H -1.235 1.173 -8.843
H 0.211 3.814 -9.374
H -1.453 3.621 -8.814
H 0.612 4.043 -7.067
H -0.752 2.975 -6.618
O -3.344 4.218 -6.488
S -4.727 3.837 -6.289
O -5.617 3.542 -7.394
C -4.778 2.483 -5.132
C -4.854 3.155 -3.769
C -5.852 4.301 -3.928
C -5.499 5.041 -5.218
H -3.894 1.855 -5.252
H -5.683 1.903 -5.336
H -5.165 2.452 -2.991
H -3.872 3.555 -3.492
H -6.867 3.894 -4.003
H -5.832 4.977 -3.068
H -6.389 5.444 -5.707
H -4.779 5.843 -5.035
*
```

DFT total energy = -253429.9916 eV
SMILES = CC[C@@H](Br)[C@]1(Cl)OC(=O)O[C@H]1CCCN.O=S1(=O)CCCC1.O=S1(=O)CCCC1.O=S1(=O)CCCC1.O=S1(=O)CCCC1.O=S1(=O)CCCC1.O=S1(=O)CCCC1.O=S1(=O)CCCC1.O=S1(=O)CCCC1
HOMO = -8.7 eV

No. 2
Computed, not measured: a molecular structure, C5H11NO2, with ωB97M-V with the def2-TZVPD basis set.

```
! RIJCOSX wB97M-V def2-TZVPD def2/J DEFGRID3
* xyz 0 1
C 1.585 -0.401 1.319
O 2.416 1.680 0.176
C 0.722 -0.968 0.321
C 0.000 0.161 -0.455
C -1.356 -0.298 -0.945
C -2.514 0.443 -0.523
O -2.561 1.187 0.426
N 0.804 -2.080 -0.447
H 2.324 -1.021 1.833
H 0.920 0.065 2.040
H 2.273 0.510 0.762
H -0.123 -1.753 0.674
H -0.155 0.985 0.233
H 0.730 0.468 -1.203
H -1.684 0.662 -1.585
H -1.383 -0.934 -1.825
H -3.472 0.038 -0.892
H 1.216 -2.882 0.046
H 3.353 1.660 -0.058
*
```

Relative energy (zero: lowest compared OMol25 entry of this formula, charge and spin) = 209.58 kcal per mole
DFT total energy = -10940.1787 eV
HOMO = -8.4 eV

| no. | frontier orbital gap (eV) |
| --- | --- |
| 1 | 8.9728 |
| 2 | 6.4318 |